#w
Formula: C5H11N
Source: the Open Molecules 2025 dataset
Level of theory: wB97M-V/def2-TZVPD

Kohn-Sham gap (spin up / spin down) ... 1.87 / 8.86 eV
⟨S²⟩ ... 0.75
HOMO energy (spin up / spin down) ... 0.0681 / -0.1764 Ha
Spin multiplicity ... 2
Net charge ... -1

Each line ends with the natural charge from an NBO analysis.
Element x y z (Å)
C  2.04137  0.49431  0.60538  -0.759
C  1.28516  -0.69083  1.17596  -0.208
C  1.70393  -1.92540  1.20379  -0.650
H  2.41261  1.24236  1.28561  0.202
H  3.02364  0.20346  0.09740  0.166
H  1.51512  1.00139  -0.28533  0.213
H  0.33300  -0.65266  1.70581  0.145
H  1.08302  -2.67512  1.60909  0.175
H  2.43729  -2.20455  0.49087  0.136
C  -1.10531  1.14252  -1.96646  -0.642
C  -1.70847  1.02942  -0.76253  -0.064
N  -2.20983  -0.08090  -0.19687  -0.859
H  -0.94266  0.23475  -2.49496  0.154
H  -0.91960  2.26642  -2.20608  0.206
H  -2.04456  1.94834  -0.30453  0.117
H  -2.20689  -0.92009  -0.82470  0.367
H  -2.52228  -0.17805  0.76802  0.300

---

#x
Formula: C5H11N
Source: the Open Molecules 2025 dataset
Level of theory: wB97M-V/def2-TZVPD

Kohn-Sham gap (spin up / spin down) ... 5.79 / 4.94 eV
⟨S²⟩ ... 0.76
HOMO energy (spin up / spin down) ... -0.0529 / -0.0345 Ha
Spin multiplicity ... 2
Net charge ... -1

Each line ends with the natural charge from an NBO analysis.
Element x y z (Å)
C  -2.34529  -0.60254  -0.25716  -0.414
C  -2.15164  0.79898  0.04529  -0.496
C  -0.48339  0.94086  0.50027  -0.331
C  0.44339  -0.16369  0.04138  -0.256
N  1.81532  -0.05046  0.39201  -0.763
C  2.59100  -0.79616  -0.55413  -0.418
H  -2.54233  -0.81189  -1.30162  0.161
H  0.29823  -0.24954  -1.05886  0.116
H  -2.90910  -1.20763  0.44028  0.159
H  -2.45492  1.24268  0.99207  0.197
H  -2.19482  1.61173  -0.67364  0.193
H  -0.19688  1.98514  0.34450  0.174
H  -0.60957  0.83502  1.58413  0.163
H  0.04416  -1.09460  0.53254  0.134
H  2.53768  -1.89887  -0.42649  0.112
H  3.65027  -0.51948  -0.41742  0.157
H  2.42434  -0.46376  -1.60539  0.113

---

Which of them is most stable? Easy: #w.

---

#w
Formula: C23H30N4O5S
Source: the Open Molecules 2025 dataset
Level of theory: wB97M-V/def2-TZVPD

Kohn-Sham gap ... 8.54 eV
Structure (SMILES) ... O=C(Cn1cnc2sc3c(c2c1=O)CCCC3)NCCCC(=O)N1CCC2(CC1)OCCO2
HOMO energy ... -0.2907 Ha

Each line ends with the natural charge from an NBO analysis.
Element x y z (Å)
O  -3.20993  -4.23626  0.76456  -0.626
C  -3.39297  -3.37103  -0.06488  0.665
C  -4.63032  -2.45327  -0.03812  -0.309
N  -4.22577  -1.15747  0.47870  -0.405
C  -4.28832  -0.90879  1.81260  0.290
N  -3.88118  0.16634  2.38734  -0.465
C  -3.35009  1.10191  1.57814  0.059
S  -2.68806  2.58370  2.14795  0.450
C  -2.27093  3.04484  0.51906  -0.152
C  -2.62076  2.11168  -0.40345  -0.017
C  -3.25035  0.98396  0.19306  -0.209
C  -3.67383  -0.23457  -0.42639  0.660
O  -3.57474  -0.53359  -1.61202  -0.676
C  -2.35572  2.28799  -1.86308  -0.422
C  -1.29917  3.36804  -2.08122  -0.390
C  -1.64809  4.61861  -1.27764  -0.386
C  -1.56625  4.32244  0.22119  -0.437
N  -2.55684  -3.07410  -1.07316  -0.630
C  -1.19439  -3.54675  -1.11839  -0.224
C  -0.21956  -2.41995  -0.75638  -0.398
C  -0.37646  -1.98773  0.70544  -0.490
C  0.26474  -0.63205  0.94540  0.702
O  -0.40687  0.38417  0.89665  -0.655
N  1.58903  -0.58718  1.21570  -0.442
C  2.53415  -1.67569  1.18967  -0.215
C  3.51512  -1.49808  0.02829  -0.451
C  4.23771  -0.14730  0.15488  0.549
C  3.19962  0.98085  0.25537  -0.450
C  2.22934  0.69925  1.40019  -0.230
O  5.07899  0.02497  -0.97332  -0.529
C  6.35181  0.42769  -0.51851  -0.094
C  6.41101  -0.16752  0.88923  -0.092
O  5.06582  -0.11896  1.30736  -0.546
H  -5.38921  -2.88521  0.61459  0.230
H  -5.02446  -2.31376  -1.04761  0.245
H  -4.70778  -1.69002  2.43035  0.198
H  -2.03848  1.33510  -2.28849  0.236
H  -3.28907  2.56737  -2.36251  0.212
H  -1.23071  3.60895  -3.14355  0.208
H  -0.32819  2.99204  -1.75300  0.198
H  -0.96668  5.43393  -1.52702  0.208
H  -2.66167  4.93623  -1.53065  0.198
H  -2.00072  5.13960  0.80178  0.218
H  -0.51803  4.22891  0.52358  0.212
H  -2.78163  -2.26108  -1.64393  0.434
H  -0.97748  -3.91469  -2.12574  0.200
H  -1.11230  -4.37265  -0.40778  0.227
H  -0.42420  -1.56215  -1.40257  0.212
H  0.80022  -2.75533  -0.94994  0.203
H  0.00569  -2.75094  1.38250  0.216
H  -1.43802  -1.85602  0.92309  0.229
H  2.02811  -2.63468  1.10589  0.215
H  3.10312  -1.65751  2.12700  0.207
H  2.99483  -1.50996  -0.92952  0.216
H  4.25355  -2.30042  0.03587  0.219
H  2.66583  1.03605  -0.69380  0.218
H  3.71320  1.92687  0.42733  0.220
H  1.44606  1.45762  1.43855  0.251
H  2.78079  0.68765  2.34541  0.201
H  7.10243  0.02869  -1.19988  0.197
H  6.41939  1.52339  -0.48704  0.167
H  7.01119  0.41222  1.59003  0.197
H  6.76748  -1.20632  0.86288  0.167

---

#x
Formula: C23H30N4O5S
Source: the Open Molecules 2025 dataset
Level of theory: wB97M-V/def2-TZVPD

Kohn-Sham gap ... 9.10 eV
Structure (SMILES) ... CC(C)[C@@H](NC(=O)c1cccc(S(=O)(=O)N2CCOCC2)c1)C(=O)NCCc1ccccn1
HOMO energy ... -0.3356 Ha

Each line ends with the natural charge from an NBO analysis.
Element x y z (Å)
C  -3.00403  -2.58298  -2.14052  -0.619
C  -3.34663  -3.08324  -0.73764  -0.213
C  -2.42828  -4.23498  -0.33296  -0.603
C  -3.29957  -1.96349  0.31284  -0.143
N  -1.97867  -1.38462  0.43337  -0.614
C  -1.65310  -0.62563  1.50149  0.665
O  -2.37861  -0.50408  2.47040  -0.612
C  -0.33962  0.09511  1.42344  -0.138
C  -0.12033  1.10029  2.36424  -0.134
C  1.03080  1.86730  2.34257  -0.213
C  1.98221  1.65078  1.35881  -0.184
C  1.76670  0.64703  0.43543  -0.259
S  2.92879  0.43656  -0.90531  2.304
O  3.23417  1.72376  -1.45656  -0.944
O  2.42298  -0.57483  -1.79386  -0.946
N  4.29686  -0.09665  -0.08524  -0.670
C  5.52968  0.07710  -0.83404  -0.267
C  6.69835  -0.29095  0.07975  -0.073
O  6.57397  -1.61379  0.54868  -0.517
C  5.37322  -1.79250  1.25793  -0.073
C  4.15736  -1.45845  0.38963  -0.269
C  0.63365  -0.13947  0.45832  -0.198
C  -4.36607  -0.88186  0.03296  0.687
O  -5.51604  -1.01531  0.38969  -0.627
N  -3.90244  0.17361  -0.66109  -0.663
C  -4.53861  1.46743  -0.65224  -0.215
C  -3.76123  2.41667  0.26902  -0.455
C  -2.35650  2.69645  -0.19724  0.238
C  -1.69922  3.85953  0.19719  -0.253
C  -0.40194  4.08142  -0.23084  -0.158
C  0.20441  3.14781  -1.05782  -0.264
C  -0.52647  2.02339  -1.39904  0.050
N  -1.75894  1.79714  -0.97410  -0.499
H  -3.63885  -1.74541  -2.41733  0.227
H  -3.16208  -3.38284  -2.86017  0.220
H  -1.96236  -2.27555  -2.21759  0.186
H  -4.38009  -3.44402  -0.74685  0.226
H  -2.70311  -4.61800  0.64655  0.214
H  -2.50453  -5.04643  -1.05258  0.212
H  -1.39122  -3.90842  -0.29417  0.199
H  -3.56409  -2.37959  1.29240  0.247
H  -1.40425  -1.36755  -0.39282  0.401
H  -0.88506  1.26382  3.10933  0.248
H  1.17837  2.64144  3.07977  0.225
H  2.87689  2.24703  1.28304  0.237
H  5.57830  1.11935  -1.14751  0.238
H  5.53769  -0.57087  -1.72208  0.192
H  7.64208  -0.24752  -0.46518  0.204
H  6.72822  0.40605  0.93017  0.168
H  5.35082  -2.83921  1.56442  0.203
H  5.36343  -1.14608  2.14862  0.167
H  3.23882  -1.52174  0.97594  0.218
H  4.09387  -2.15721  -0.45644  0.201
H  0.55566  -0.91019  -0.29304  0.238
H  -2.91312  0.25879  -0.87758  0.435
H  -5.56110  1.33904  -0.29115  0.236
H  -4.55787  1.86586  -1.67096  0.196
H  -4.30093  3.35993  0.36745  0.220
H  -3.70651  1.95891  1.26256  0.238
H  -2.20220  4.57434  0.83066  0.218
H  0.12633  4.97481  0.06884  0.218
H  1.21285  3.26951  -1.41841  0.243
H  -0.10277  1.26316  -2.04316  0.200

---

Which of them is most stable? Easy: #w.

---

#w
Formula: C2H9NOS2
Source: the Open Molecules 2025 dataset
Level of theory: wB97M-V/def2-TZVPD

Kohn-Sham gap ... 9.35 eV
Structure (SMILES) ... CSS.NCO
HOMO energy ... -0.3240 Ha

Each line ends with the natural charge from an NBO analysis.
Element x y z (Å)
C  2.56230  -0.89636  -0.56342  -0.733
S  1.33677  0.39962  -1.11781  0.087
S  0.74756  1.20433  0.68254  -0.182
H  2.38758  -1.19001  0.48372  0.230
H  2.48102  -1.77554  -1.20799  0.230
H  3.55788  -0.43619  -0.55840  0.222
H  -0.03222  0.32048  1.36010  0.136
N  -2.33185  0.21438  1.22552  -0.875
C  -2.59673  -0.78717  0.21540  0.088
O  -1.50892  -1.62652  -0.17264  -0.728
H  -3.08182  0.38569  1.87662  0.379
H  -2.06691  1.09919  0.81529  0.371
H  -2.93303  -0.30439  -0.70538  0.149
H  -3.31938  -1.51897  0.63559  0.161
H  -0.73491  -1.32661  0.30968  0.465

---

#x
Formula: C2H9NOS2
Source: the Open Molecules 2025 dataset
Level of theory: wB97M-V/def2-TZVPD

Kohn-Sham gap ... 9.47 eV
Structure (SMILES) ... CSS.NCO
HOMO energy ... -0.3306 Ha

Each line ends with the natural charge from an NBO analysis.
Element x y z (Å)
C  -3.38738  4.39641  -0.34489  -0.758
S  -4.22802  3.48685  0.95532  0.088
S  -3.57775  1.55886  0.66697  -0.136
H  -2.49633  3.92263  -0.71895  0.236
H  -3.15547  5.38490  0.05249  0.226
H  -4.10272  4.53305  -1.15812  0.217
H  -2.71870  1.53499  1.69360  0.126
N  3.70594  -2.32868  -0.07858  -0.838
C  2.60938  -3.19385  0.31035  0.079
O  2.43049  -4.33867  -0.49695  -0.722
H  4.53461  -2.89917  -0.20960  0.360
H  3.50837  -1.86582  -0.95856  0.346
H  2.86222  -3.54914  1.30466  0.167
H  1.67868  -2.61935  0.38406  0.151
H  2.33668  -4.02302  -1.40182  0.457

---

#y
Formula: C2H9NOS2
Source: the Open Molecules 2025 dataset
Level of theory: wB97M-V/def2-TZVPD

Kohn-Sham gap ... 9.53 eV
Structure (SMILES) ... NCCSS.O
HOMO energy ... -0.3334 Ha

Each line ends with the natural charge from an NBO analysis.
Element x y z (Å)
N  -1.47261  2.94233  -1.05848  -0.818
C  -1.48237  1.59094  -0.48836  -0.232
C  -0.66554  0.65607  -1.35155  -0.539
S  -0.81803  -1.06492  -0.78929  0.093
S  1.03365  -1.36951  0.06920  -0.142
H  -1.80203  3.57383  -0.33731  0.356
H  -0.49397  3.21050  -1.15330  0.344
H  -2.49605  1.19938  -0.45474  0.189
H  -1.13001  1.54448  0.55349  0.173
H  0.40151  0.88287  -1.33779  0.226
H  -1.00996  0.72011  -2.37214  0.225
H  1.57107  -2.10109  -0.91623  0.126
O  2.23862  -0.14971  3.70341  -0.951
H  2.14141  -1.06409  3.42470  0.477
H  2.93405  -0.04909  4.35590  0.474

---

Which of them is most stable? Easy: #y.